This record from OMol25 describes a 11-piece molecular cluster, C7H37NO10 overall at a distorted geometry. The level of theory is the ωB97M-V functional and the def2-TZVPD basis.

The geometry in ORCA input format:
```
! wB97M-V def2-TZVPD RIJCOSX def2/J DEFGRID3
* xyz 0 1
C -0.78 -0.84 -0.41
C -1.90 0.09 -0.95
C -2.72 -0.64 -2.00
C -3.61 -1.84 -1.52
C 0.47 0.08 0.22
N 0.78 -0.09 1.66
C 0.42 -1.34 2.32
C 2.19 0.06 1.85
H -1.15 -1.43 0.44
H -0.64 -1.61 -1.17
H -1.26 0.82 -1.37
H -2.53 0.55 -0.15
H -2.01 -0.98 -2.81
H -3.25 0.06 -2.69
H -3.16 -2.36 -0.59
H -4.60 -1.45 -1.42
H -3.58 -2.56 -2.36
H 0.13 1.14 0.10
H 1.38 0.25 -0.39
H 0.03 -2.08 1.65
H -0.46 -1.09 2.96
H 1.28 -1.85 2.71
H 2.52 -0.38 2.94
H 2.58 1.08 1.90
H 2.77 -0.57 1.10
H -0.19 -5.21 -0.63
H -0.02 -4.00 -1.56
O -0.22 -4.96 -1.48
H -2.64 3.35 -1.62
H -1.50 2.71 -2.68
O -2.45 2.95 -2.53
H 4.02 -1.09 -1.59
H 3.32 -0.22 -0.67
O 3.46 -1.14 -0.76
H -1.32 0.28 1.98
H -1.20 0.54 3.46
O -1.77 0.80 2.73
H 0.42 3.97 -1.99
H 0.71 3.87 -0.62
O 0.44 3.28 -1.40
H 2.27 -3.98 2.56
H 1.49 -4.10 1.12
O 1.51 -3.81 2.11
H 1.19 4.58 1.44
H -0.15 4.91 0.79
O 0.82 4.89 0.61
H -0.69 2.94 2.35
H -0.86 4.32 3.08
O -0.16 3.79 2.74
H 1.47 1.98 -3.07
H 1.66 2.33 -1.70
O 2.10 1.66 -2.31
H 1.33 -2.22 -0.29
H 2.45 -2.51 -1.18
O 1.62 -2.92 -0.89
*
```

Results
**Energy above the lowest of the compared OMol25 structures with the same formula, charge and spin**: 540.1 kJ/mol
**HOMO**: -0.314 Ha
**LUMO level**: -0.0020 Eh

Quick look at the Mulliken charges, all values in e: -0.492, 0.246, -0.897, -1.050, -0.337, 0.408, -1.069, -1.188, 0.328, 0.460, -0.217, 0.235, 0.360, 0.577, 0.244, 0.357, 0.272, 0.353, -0.450, 0.304, 0.213, 0.424, 0.427, 0.233, 0.489, 0.277, 0.317, -0.624, 0.305, 0.280, -0.602, 0.352, 0.170, -0.729, 0.302, 0.391, -0.732, 0.314, 0.305, -0.676, 0.260, 0.306, -0.637, 0.330, 0.372, -0.706, 0.407, 0.307, -0.707, 0.250, 0.510, -0.709, 0.448, 0.320, -0.629



This record from OMol25 describes a 13-piece molecular cluster, C7H37NO12 overall at a distorted geometry. The level of theory is the ωB97M-V functional and the def2-TZVPD basis.

The geometry in ORCA input format:
```
! wB97M-V def2-TZVPD RIJCOSX def2/J DEFGRID3
* xyz 0 1
C -0.49 -2.37 0.15
C -0.81 -1.40 1.30
N 0.98 0.85 0.51
C 1.39 -0.15 1.40
C 0.56 -1.05 1.95
C 0.92 -1.97 3.12
C 3.87 -0.19 1.74
C 2.64 0.24 2.03
H -1.42 -2.61 -0.39
H 0.23 -1.87 -0.47
H -0.09 -3.36 0.54
H -1.43 -0.45 1.03
H -1.61 -1.77 1.92
H 0.28 0.52 -0.15
H 1.67 1.19 -0.23
H 1.33 -1.29 3.92
H 1.72 -2.67 2.80
H 0.12 -2.67 3.42
H 4.18 -0.63 0.77
H 4.61 0.23 2.34
H 2.52 0.53 3.08
H -4.25 1.53 -0.40
H -3.28 2.64 -1.02
O -3.97 1.95 -1.24
H 0.52 -2.09 -5.08
H -0.49 -0.97 -5.47
O 0.21 -1.17 -4.85
H 1.91 -5.17 -2.19
H 1.36 -3.63 -2.05
O 1.75 -4.32 -2.60
H -2.32 3.70 1.49
H -3.26 2.48 1.77
O -3.22 3.43 1.64
H -1.42 1.14 3.65
H -1.20 0.72 5.01
O -1.87 1.20 4.51
H 0.02 2.36 1.27
H 0.36 3.91 1.40
O -0.32 3.25 1.52
H 0.52 -4.06 -4.82
H 1.92 -3.87 -4.33
O 1.33 -3.59 -5.07
H -1.25 3.24 0.27
H -1.02 2.63 -1.24
O -1.69 2.98 -0.62
H -3.61 0.52 -3.97
H -3.92 0.82 -2.52
O -3.60 0.07 -3.06
H 0.95 2.50 3.59
H 1.81 2.33 4.79
O 1.11 1.90 4.31
H 2.57 0.52 -1.98
H 3.61 1.75 -1.99
O 2.80 1.39 -1.66
H -1.81 0.40 -2.95
H -0.53 -0.05 -3.85
O -0.86 0.44 -3.07
*
```

Results
**Energy above the lowest of the compared OMol25 structures with the same formula, charge and spin**: 348.2 kJ/mol
**HOMO**: -0.302 Ha
**LUMO level**: 0.0012 Eh

Quick look at the Mulliken charges, all values in e: -1.002, -0.793, -0.047, 0.597, 0.795, -1.521, -0.912, -0.501, 0.391, 0.230, 0.310, -0.044, 0.545, 0.145, 0.199, 0.312, 0.301, 0.368, 0.264, 0.364, 0.204, 0.251, 0.403, -0.687, 0.365, 0.309, -0.699, 0.280, 0.389, -0.674, 0.311, 0.270, -0.627, 0.271, 0.320, -0.623, 0.366, 0.282, -0.754, 0.338, 0.360, -0.723, 0.438, 0.251, -0.679, 0.339, 0.427, -0.746, 0.262, 0.258, -0.527, 0.282, 0.275, -0.638, 0.407, 0.350, -0.635



This record from OMol25 describes a 13-piece molecular cluster, C7H38NO12 overall at a distorted geometry. The level of theory is the ωB97M-V functional and the def2-TZVPD basis.

The geometry in ORCA input format:
```
! wB97M-V def2-TZVPD RIJCOSX def2/J DEFGRID3
* xyz 1 1
C -1.50 -2.84 1.17
C -1.55 -1.39 1.53
C -0.22 -0.71 1.92
C -0.08 0.61 1.81
C -1.11 1.51 1.18
C 1.64 -2.34 1.77
C 0.91 -1.50 2.49
N -0.86 -2.94 -0.23
H -2.49 -3.27 1.00
H -1.01 -3.64 1.71
H -2.15 -1.14 2.41
H -2.02 -0.76 0.78
H 0.77 1.12 2.24
H -1.28 1.39 0.11
H -2.15 1.35 1.50
H -0.77 2.54 1.32
H 1.48 -2.57 0.72
H 2.40 -3.04 2.08
H 0.91 -1.46 3.57
H -1.28 -2.17 -0.78
H 0.15 -2.85 -0.26
H -1.19 -3.76 -0.74
H -2.49 3.52 -0.19
H -3.51 3.67 -1.24
O -2.86 3.02 -0.91
H -2.43 -1.97 4.09
H -2.01 -2.91 5.23
O -2.35 -2.91 4.33
H 2.16 -1.87 -2.38
H 2.71 -1.62 -0.92
O 2.00 -2.07 -1.45
H -1.16 0.12 -2.25
H 0.23 -0.16 -1.44
O -0.62 -0.51 -1.74
H -1.44 2.71 -2.44
H -1.69 2.34 -3.94
O -1.33 2.02 -3.11
H -1.80 4.86 2.03
H -0.97 5.60 1.01
O -1.80 5.09 1.09
H -3.76 -0.35 -1.26
H -3.27 1.07 -0.86
O -3.77 0.30 -0.54
H 0.67 2.18 -2.77
H 1.49 3.35 -3.56
O 1.46 2.77 -2.79
H 2.59 2.65 -0.01
H 4.15 2.53 -0.28
O 3.46 2.54 0.40
H 3.80 0.00 -0.95
H 3.51 0.37 0.40
O 3.70 -0.46 -0.09
H 3.61 2.31 -2.79
H 5.03 2.77 -2.65
O 4.43 2.09 -2.33
H 1.52 -4.99 -0.25
H 1.25 -5.29 -1.77
O 0.90 -4.91 -0.96
*
```

Results
**Energy above the lowest of the compared OMol25 structures with the same formula, charge and spin**: 134.4 kJ/mol
**HOMO**: -0.430 Ha
**LUMO level**: -0.0872 Eh

Quick look at the Mulliken charges, all values in e: -1.277, -0.292, 0.983, -0.354, -0.913, -0.348, -0.671, 0.321, 0.547, 0.330, 0.358, 0.204, 0.589, -0.007, 0.537, 0.303, -0.494, 0.326, 0.401, 0.160, -0.213, 0.468, 0.265, 0.266, -0.555, 0.363, 0.318, -0.602, 0.232, 0.419, -0.553, 0.211, 0.199, -0.492, 0.358, 0.258, -0.618, 0.317, 0.321, -0.661, 0.315, 0.314, -0.623, 0.371, 0.290, -0.669, 0.299, 0.339, -0.655, 0.272, 0.350, -0.663, 0.332, 0.303, -0.620, 0.303, 0.290, -0.553



This record from OMol25 describes a 12-piece molecular cluster, C7H39NO11 overall at a distorted geometry. The level of theory is the ωB97M-V functional and the def2-TZVPD basis.

The geometry in ORCA input format:
```
! wB97M-V def2-TZVPD RIJCOSX def2/J DEFGRID3
* xyz 0 1
C -1.14 -1.46 -0.94
N -0.31 -0.19 -1.26
C -0.48 0.19 -2.68
C 0.69 1.16 -3.06
C 2.02 1.13 -2.28
C 2.87 2.41 -2.05
C -1.76 0.99 -2.89
C -1.10 -1.68 0.52
H -0.40 -2.13 -1.42
H -2.17 -1.40 -1.39
H -0.58 0.61 -0.73
H -0.51 -0.69 -3.31
H 0.79 0.98 -4.13
H 0.23 2.14 -3.17
H 1.93 0.64 -1.26
H 2.61 0.25 -2.56
H 2.18 3.30 -1.92
H 3.40 2.27 -1.12
H 3.66 2.55 -2.76
H -1.73 1.60 -3.77
H -2.10 1.33 -1.95
H -2.51 0.20 -3.12
H -1.66 -2.61 0.83
H -0.11 -1.93 0.89
H -1.45 -0.83 1.18
H 2.44 -0.52 2.01
H 2.77 -1.34 0.80
O 2.21 -1.37 1.59
H -0.01 3.40 1.87
H -0.72 4.64 1.76
O -0.93 3.70 1.76
H 1.56 -2.59 -1.86
H 1.32 -1.34 -1.00
O 2.06 -1.92 -1.38
H 2.90 1.57 3.30
H 1.59 0.90 3.50
O 2.27 1.02 2.82
H -3.72 3.58 -0.51
H -2.72 3.04 0.60
O -3.05 3.81 0.12
H 1.64 -4.51 -1.72
H 0.65 -4.95 -0.70
O 0.71 -4.77 -1.64
H -4.78 -0.54 1.00
H -3.79 0.33 1.92
O -4.21 -0.54 1.77
H -1.52 1.66 1.77
H -1.84 0.88 0.49
O -2.22 1.17 1.32
H 0.22 -1.95 3.34
H -1.08 -1.36 3.60
O -0.18 -1.31 4.01
H 1.80 -3.06 0.32
H 1.70 -3.78 1.65
O 1.71 -3.95 0.70
H 1.30 1.67 0.05
H 1.12 1.55 1.71
O 0.77 1.81 0.84
*
```

Results
**Energy above the lowest of the compared OMol25 structures with the same formula, charge and spin**: 425.9 kJ/mol
**HOMO**: -0.345 Ha
**LUMO level**: -0.0097 Eh

Quick look at the Mulliken charges, all values in e: -0.801, 0.413, 0.364, -1.276, 0.350, -1.251, -1.755, -0.170, 0.817, 0.232, -0.144, 0.668, 0.493, 0.520, -0.621, 0.353, 0.288, 0.347, 0.400, 0.564, 0.333, 0.403, 0.357, 0.014, -0.028, 0.257, 0.322, -0.570, 0.231, 0.234, -0.545, 0.339, 0.184, -0.814, 0.253, 0.331, -0.742, 0.276, 0.408, -0.664, 0.325, 0.343, -0.638, 0.270, 0.318, -0.621, 0.276, 0.032, -0.755, 0.337, 0.336, -0.661, 0.440, 0.296, -0.690, 0.150, 0.530, -0.660



no.,orbital gap (Ha),E_tot (eV)
1,0.3116,-29820.1874
2,0.3036,-33917.5115
3,0.3432,-33929.6053
4,0.3349,-31902.8959